Below is the molecule C5H8O, with properties calculated with wB97M-V/def2-TZVPD.

```
14
C5H8O | the OMol25 dataset | wB97M-V/def2-TZVPD
C -1.41 -0.89 -0.48
C -1.10 0.59 -0.45
C 0.13 1.12 -0.42
C 1.40 0.35 -0.45
C 1.82 -0.37 0.58
O 1.15 -0.49 1.76
H -0.66 -1.47 0.07
H -2.39 -1.08 -0.03
H -1.44 -1.26 -1.51
H -1.95 1.27 -0.49
H 0.21 2.21 -0.39
H 2.00 0.40 -1.35
H 2.75 -0.94 0.57
H 0.37 0.08 1.68
```

The calculation puts the HOMO-LUMO gap at 9.7 eV. The total energy comes out at -7360.9560 eV. The calculation puts the HOMO energy at -8.75 eV. As for the structure (SMILES): C/C=C\C=C/O. The value obtained for the energy above the lowest of the compared OMol25 structures with the same formula, charge and spin is 125.4 kJ/mol.